No. 1
85
Properties=species:S:1:pos:R:3:forces:R:3 method="wB97M-V/def2-TZVPD" energy_ev=-48299.242 homo_lumo_gap_ev=5.8 relative_energy_kj_mol=40.1 total_charge=+1 homo_energy_ha=-0.365
C -1.08749 -1.49287 0.82164 -0.220 -0.375 -0.085
C -0.90691 -1.42612 2.33849 0.335 0.324 0.175
C -2.23390 -1.58343 3.07910 -0.193 -0.293 -0.079
P 0.03237 0.08341 2.93881 -0.334 -0.297 -1.276
C 1.63022 -0.17021 1.97828 -0.345 0.138 -0.179
C 2.12853 -1.61526 1.89974 0.143 -0.020 0.150
C 2.71536 0.76318 2.50884 0.328 -0.008 -0.061
C -0.67229 1.43237 1.82358 0.214 -0.414 -0.132
C 0.01284 2.77934 2.08863 -0.134 0.143 -0.051
C -2.19668 1.56383 1.85586 -0.023 0.310 0.053
H -1.52530 -2.46895 0.57408 0.061 0.149 -0.081
H -1.77970 -0.73041 0.45058 0.182 -0.162 0.062
H -0.14776 -1.40871 0.26648 -0.179 0.042 0.128
H -0.25932 -2.26501 2.64393 -0.168 0.230 -0.034
H -2.61017 -2.60177 2.90451 -0.070 0.243 0.096
H -2.11312 -1.45400 4.16238 -0.073 0.013 -0.196
H -2.99758 -0.87934 2.72392 0.215 -0.175 0.149
H 1.37393 0.13942 0.95225 0.201 -0.031 0.213
H 3.14385 -1.59286 1.47980 -0.191 -0.138 0.107
H 2.18200 -2.07506 2.89469 0.005 0.009 -0.330
H 1.51696 -2.24497 1.24162 0.133 0.158 0.273
H 3.66793 0.47583 2.04479 -0.063 0.198 0.182
H 2.52273 1.81128 2.25407 0.110 -0.308 0.231
H 2.82179 0.67604 3.59917 0.041 0.038 -0.229
H -0.38657 1.10252 0.81215 -0.180 0.179 0.183
H -0.59271 3.56405 1.61733 0.213 -0.017 0.135
H 0.08321 3.00117 3.16431 0.016 -0.006 -0.252
H 1.01380 2.82973 1.64129 -0.338 0.005 0.221
H -2.45045 2.49648 1.33588 -0.127 -0.155 0.147
H -2.71788 0.75751 1.32728 0.174 0.174 0.300
H -2.58266 1.63563 2.88192 -0.006 -0.007 -0.190
C 2.66708 7.92854 8.12829 -0.265 0.394 0.055
N 3.30760 6.63489 8.01378 -0.419 -0.367 -0.008
C 4.75116 6.66385 8.04994 0.323 -0.028 0.101
C 2.58938 5.49120 7.85160 0.087 0.188 -0.189
C 3.22201 4.21984 7.75881 -0.048 -0.451 -0.094
C 2.49039 3.07688 7.47112 -0.049 0.448 0.045
C 1.07927 3.12112 7.29645 0.045 -0.245 0.030
C 0.30451 1.96008 6.86020 -0.049 0.041 -0.467
C 0.92370 0.90238 6.14169 -0.196 0.038 0.241
C 0.30834 -0.29366 5.77380 0.445 0.358 0.719
C 0.99943 -1.56458 5.58945 0.552 -0.487 -0.400
C 0.24892 -2.76650 5.50644 0.329 0.550 -0.146
C 0.87032 -3.97418 5.20703 0.175 0.064 0.071
C 2.25788 -4.01914 5.01311 -0.143 0.107 0.224
C 3.02094 -2.85718 5.17550 0.139 0.289 0.228
C 2.40902 -1.63892 5.48497 -0.415 -0.419 -0.121
C -1.13039 1.93260 7.13983 -0.474 0.220 0.126
C -2.07719 1.56819 6.15260 -0.236 0.167 0.275
C -3.44230 1.63227 6.40010 0.455 -0.034 0.020
C -3.92291 1.94720 7.69785 -0.088 0.146 -0.067
N -5.26231 2.01987 7.93897 0.153 -0.077 -0.023
C -5.80427 1.97203 9.28018 -0.028 0.141 0.267
C -6.23443 2.10114 6.86828 -0.108 -0.212 -0.128
C -2.97850 2.22409 8.72127 0.274 0.081 -0.134
C -1.62690 2.30267 8.41761 -0.185 -0.359 -0.271
C 0.45079 4.38169 7.49149 0.115 0.104 0.131
C 1.17343 5.53342 7.73702 -0.111 -0.247 0.004
H 1.76371 7.87826 8.75233 0.388 0.098 -0.090
H 3.38772 8.61285 8.59428 -0.400 -0.136 -0.068
H 2.38355 8.34865 7.14554 0.090 -0.203 0.278
H 5.17908 5.89530 7.40515 0.020 0.202 -0.017
H 5.07066 7.65124 7.70362 0.101 -0.311 -0.043
H 5.14011 6.52472 9.06822 -0.057 -0.036 -0.131
H 4.30204 4.14562 7.90626 -0.486 -0.083 -0.015
H 3.00467 2.11395 7.42313 -0.110 0.364 -0.001
H 1.97535 1.03996 5.88798 -0.235 -0.154 0.261
H -0.77290 -0.38449 5.80382 0.186 0.027 0.386
H -0.82553 -2.72751 5.68698 0.213 -0.029 -0.169
H 0.27315 -4.88453 5.13270 0.211 0.265 0.028
H 2.74816 -4.97228 4.79063 -0.198 0.415 0.017
H 4.11245 -2.89068 5.06549 -0.529 -0.050 0.056
H 3.00585 -0.73727 5.63430 -0.097 -0.372 -0.160
H -1.73942 1.25858 5.16043 -0.073 0.286 0.224
H -4.14927 1.41504 5.59796 0.328 -0.027 0.273
H -5.18569 1.33673 9.92575 -0.247 0.071 -0.148
H -5.87276 2.97051 9.74155 0.010 -0.193 -0.094
H -6.81709 1.55369 9.22218 0.310 0.044 0.144
H -5.79532 2.57260 5.98534 -0.179 0.025 0.179
H -6.61407 1.10695 6.58352 0.053 0.189 0.002
H -7.08472 2.70305 7.21046 0.216 -0.084 -0.149
H -3.31644 2.43085 9.73984 0.154 0.048 -0.449
H -0.92588 2.62140 9.18997 -0.159 -0.197 -0.166
H -0.63612 4.46639 7.43546 0.366 -0.087 -0.176
H 0.65023 6.48559 7.83015 0.120 -0.428 -0.092

***

No. 2
14
Properties=species:S:1:pos:R:3:forces:R:3 method="wB97M-V/def2-TZVPD" energy_ev=-9738.567 homo_lumo_gap_ev=9.1 relative_energy_kj_mol=431.0 smiles="[H]/N=C/N(C)/C=N/O" total_charge=0 homo_energy_ha=-0.300
H 2.08301 -2.18858 0.28972 -1.713 1.324 0.033
N 1.24794 -1.50467 0.29170 1.524 -4.926 1.210
C 1.65319 -0.36434 0.11443 0.357 2.788 -2.394
N 0.66036 0.62577 -0.14247 2.956 0.879 0.263
C 0.93455 2.06459 -0.05581 0.192 0.876 0.400
C -0.64460 0.32996 -0.24363 -2.768 0.725 -1.134
N -1.20554 -0.73899 0.18540 1.421 1.747 -0.357
O -2.54641 -0.67603 -0.10903 -2.015 -4.725 2.436
H 2.71080 -0.17224 -0.22291 -0.981 0.802 0.798
H 2.03317 2.22967 0.16316 -1.320 -0.194 -0.256
H 0.66830 2.63140 -1.02302 0.312 -0.941 1.426
H 0.30949 2.47421 0.81937 1.080 -0.240 -1.349
H -1.24733 1.18746 -0.82590 0.977 -2.010 1.441
H -2.76432 -1.60975 0.43941 -0.024 3.896 -2.517

***

No. 3
27
Properties=species:S:1:pos:R:3:forces:R:3 method="wB97M-V/def2-TZVPD" energy_ev=-20695.179 homo_lumo_gap_ev=9.7 relative_energy_kj_mol=418.6 smiles="C=C[C@@]1(OC)NC(=O)CN(C(C)=O)C1=O" total_charge=0 homo_energy_ha=-0.334
C -2.66871 -1.33423 -0.81202 -3.317 1.093 0.221
C -2.25306 -0.55368 0.13768 -0.133 1.833 2.701
C -0.81661 -0.33652 0.64007 -0.257 0.436 -3.812
O -0.64569 0.52262 1.67990 -0.789 0.521 1.257
C -1.10560 0.00433 2.93860 -2.828 0.815 -1.458
N -0.07522 -1.58098 0.81120 -0.330 0.025 0.004
C 1.28234 -1.47983 0.80353 0.844 2.466 -0.433
O 2.11348 -2.30410 1.05131 -0.096 -1.216 0.409
C 1.80587 -0.01168 0.48800 1.484 -1.103 3.674
N 1.20942 0.62132 -0.57937 -1.483 2.349 -5.134
C 2.07866 1.25009 -1.56380 -2.079 1.288 -0.209
C 1.54616 1.70560 -2.92763 -0.981 -2.844 0.114
O 3.16451 1.49053 -1.19519 2.961 0.306 0.143
C -0.12718 0.71842 -0.77035 -2.159 -3.557 4.437
O -0.96516 1.22836 -1.44341 1.406 0.555 -0.786
H -3.73804 -1.30550 -1.14234 1.132 -0.064 0.413
H -2.04740 -1.92216 -1.32977 2.271 -2.358 -1.910
H -3.03570 0.11344 0.58633 1.051 -0.457 -0.195
H -1.07288 0.87259 3.58502 0.879 -0.572 0.776
H -0.66073 -0.95591 3.08100 0.841 -0.168 1.178
H -2.23387 -0.20999 2.90705 1.244 0.189 -0.305
H -0.50321 -2.34452 1.34503 0.258 0.229 -0.652
H 1.67609 0.61685 1.47517 0.410 -1.255 -1.820
H 2.90184 -0.07134 0.24708 -1.221 -0.148 0.507
H 1.41549 0.78156 -3.54391 -0.011 0.450 0.447
H 2.16375 2.31231 -3.50597 1.794 0.985 -0.214
H 0.59147 2.17243 -2.96320 -0.891 0.203 0.646

***

No. 4
10
Properties=species:S:1:pos:R:3:forces:R:3 method="wB97M-V/def2-TZVPD" multiplicity=3 s_squared=2.01 energy_ev=-47959.613 homo_lumo_gap_ev="5.5 / 6.1" relative_energy_kj_mol=0.8 total_charge=0 homo_energy_ha="-0.212 / -0.359"
C -2.28230 1.47424 0.07601 -1.030 0.245 0.625
N -1.26090 1.47675 -0.56600 -0.174 1.985 -1.323
O -3.30200 1.55078 0.64384 0.185 -0.273 0.110
S 3.32365 0.85575 0.66311 -0.815 -0.565 0.337
S -0.11128 0.36903 -1.13415 0.197 -0.158 -0.281
S -1.14180 -2.46369 0.18161 1.123 -1.056 -1.333
S 0.21153 -0.85266 0.42677 0.231 -1.825 0.837
H 2.70460 0.77691 -0.50036 0.308 0.413 -0.971
H 2.25845 0.05309 0.98183 0.896 0.291 0.682
H -0.39996 -3.24019 -0.77266 -0.921 0.943 1.318

***

Copy entry 4 word for word.
10
Properties=species:S:1:pos:R:3:forces:R:3 method="wB97M-V/def2-TZVPD" multiplicity=3 s_squared=2.01 energy_ev=-47959.613 homo_lumo_gap_ev="5.5 / 6.1" relative_energy_kj_mol=0.8 total_charge=0 homo_energy_ha="-0.212 / -0.359"
C -2.28230 1.47424 0.07601 -1.030 0.245 0.625
N -1.26090 1.47675 -0.56600 -0.174 1.985 -1.323
O -3.30200 1.55078 0.64384 0.185 -0.273 0.110
S 3.32365 0.85575 0.66311 -0.815 -0.565 0.337
S -0.11128 0.36903 -1.13415 0.197 -0.158 -0.281
S -1.14180 -2.46369 0.18161 1.123 -1.056 -1.333
S 0.21153 -0.85266 0.42677 0.231 -1.825 0.837
H 2.70460 0.77691 -0.50036 0.308 0.413 -0.971
H 2.25845 0.05309 0.98183 0.896 0.291 0.682
H -0.39996 -3.24019 -0.77266 -0.921 0.943 1.318